{"formula": "C21H37FeN6O5PS2", "method": "ωB97M-V with the def2-TZVPD basis set", "symbols": ["Fe", "O", "C", "C", "C", "C", "C", "C", "C", "O", "N", "N", "C", "S", "C", "C", "S", "H", "H", "H", "H", "H", "H", "H", "H", "H", "N", "N", "C", "O", "O", "H", "H", "H", "N", "C", "N", "O", "H", "H", "H", "H", "C", "C", "C", "P", "C", "C", "C", "C", "C", "C", "H", "H", "H", "H", "H", "H", "H", "H", "H", "H", "H", "H", "H", "H", "H", "H", "H", "H", "H", "H", "H"], "positions_angstrom": [[-0.1544, -0.0698, -0.2167], [2.8548, 1.1612, 3.0458], [2.6904, 0.1032, 3.8504], [3.4623, 0.0651, 5.0093], [3.3393, -0.9910, 5.8831], [2.4471, -2.0439, 5.6375], [1.6857, -2.0225, 4.5008], [1.7871, -0.9540, 3.5785], [0.9859, -0.9420, 2.3788], [1.0582, -0.0138, 1.5431], [0.1421, -2.0463, 2.1741], [-0.4658, -1.9468, 1.0209], [-1.2532, -3.0039, 0.7571], [-1.5929, -4.2222, 1.9168], [-2.4447, -5.2948, 0.7326], [-3.1213, -4.4144, -0.2974], [-1.9356, -3.1448, -0.7982], [2.2339, 1.0750, 2.3008], [4.1474, 0.8815, 5.1975], [3.9452, -1.0029, 6.7810], [2.3634, -2.8638, 6.3372], [0.9931, -2.8240, 4.2867], [-3.1677, -5.8912, 1.2871], [-1.7069, -5.9550, 0.2784], [-4.0017, -3.9158, 0.1098], [-3.4021, -4.9711, -1.1900], [2.1925, -0.5691, -1.1140], [1.9273, -0.9549, -2.4393], [0.6408, -1.5118, -2.6678], [0.4842, -2.2145, -3.6403], [-0.2821, -1.0980, -1.8495], [2.7880, 0.2505, -1.1080], [2.6608, -1.3081, -0.5992], [2.6602, -1.4640, -2.9128], [1.1165, 3.9530, -1.3384], [0.9660, 2.6163, -1.4763], [1.4671, 2.0420, -2.5848], [0.3595, 1.9699, -0.5994], [1.6869, 4.4956, -1.9609], [0.8207, 4.3679, -0.4733], [1.9167, 2.5741, -3.3077], [1.4117, 1.0383, -2.6938], [-4.5568, -0.6688, -1.0467], [-4.1167, 0.2001, 0.1338], [-4.0370, -0.6327, 1.4161], [-2.4974, 1.0104, -0.1816], [-2.6812, 1.9843, -1.7458], [-2.4659, 1.1251, -3.0021], [-3.9564, 2.8204, -1.8688], [-2.3761, 2.3368, 1.1245], [-1.4949, 1.9077, 2.2999], [-3.7048, 2.8813, 1.6497], [-5.4179, -1.2743, -0.7536], [-3.7605, -1.3430, -1.3721], [-4.8551, -0.0732, -1.9071], [-4.8482, 0.9978, 0.2743], [-3.2716, -1.4100, 1.3278], [-4.9957, -1.1218, 1.6030], [-3.7989, -0.0322, 2.2941], [-1.8380, 2.6748, -1.6707], [-3.3856, 0.6149, -3.2933], [-1.6946, 0.3660, -2.8768], [-2.1788, 1.7685, -3.8380], [-4.8593, 2.2239, -1.7310], [-4.0062, 3.2509, -2.8715], [-3.9830, 3.6474, -1.1614], [-1.8499, 3.1381, 0.6001], [-1.9478, 1.0911, 2.8691], [-1.3526, 2.7457, 2.9879], [-0.5059, 1.5893, 1.9786], [-4.2610, 2.1220, 2.2032], [-4.3518, 3.2628, 0.8623], [-3.5103, 3.7037, 2.3432]], "forces_ev_per_angstrom": [[0.20, -0.13, -0.03], [-0.05, 0.00, -0.02], [-0.11, -0.12, -0.02], [0.04, -0.03, 0.09], [0.01, -0.03, 0.06], [0.08, 0.04, 0.06], [-0.03, 0.11, -0.17], [0.07, -0.03, 0.21], [-0.27, -0.60, 0.09], [-0.11, 0.26, -0.18], [0.42, 0.61, 0.28], [-0.21, -0.44, -0.22], [0.31, 0.44, -0.08], [0.07, 0.05, 0.14], [-0.12, -0.09, -0.02], [0.01, -0.06, 0.04], [-0.01, -0.09, -0.18], [-0.02, -0.03, -0.08], [-0.03, -0.03, -0.01], [-0.02, -0.01, -0.03], [0.01, 0.02, -0.01], [0.01, 0.03, -0.01], [0.02, -0.02, 0.00], [0.00, 0.00, -0.02], [-0.02, -0.02, 0.01], [-0.01, -0.02, 0.02], [0.02, -0.03, 0.34], [-0.09, 0.08, 0.10], [-0.40, 0.28, -0.32], [0.02, -0.13, 0.15], [0.24, -0.21, -0.31], [0.03, 0.01, 0.02], [0.00, 0.00, 0.06], [-0.01, -0.08, -0.06], [-0.03, -0.05, -0.02], [-0.01, 0.06, -0.02], [0.00, 0.08, 0.13], [0.23, 0.01, 0.02], [0.00, 0.01, 0.00], [-0.01, 0.00, 0.01], [-0.02, 0.04, 0.01], [-0.05, -0.13, -0.15], [-0.02, -0.02, -0.02], [-0.01, -0.18, -0.02], [0.01, -0.02, -0.01], [0.26, 0.10, 0.19], [-0.06, -0.05, -0.11], [-0.06, 0.04, -0.03], [0.03, 0.04, -0.05], [-0.11, 0.00, 0.09], [-0.01, 0.02, 0.05], [-0.02, 0.08, 0.03], [0.00, 0.01, 0.00], [-0.09, 0.11, 0.03], [-0.01, 0.01, 0.01], [-0.07, -0.02, 0.02], [-0.07, 0.06, 0.01], [0.01, 0.01, 0.00], [0.02, -0.01, -0.02], [0.07, 0.01, 0.00], [0.05, 0.02, 0.01], [0.00, 0.04, 0.03], [-0.05, -0.01, 0.04], [0.00, -0.02, -0.01], [0.00, 0.00, 0.02], [0.00, -0.01, 0.02], [0.01, 0.07, -0.04], [0.02, 0.02, -0.03], [-0.07, -0.03, -0.01], [-0.01, 0.03, -0.04], [0.03, 0.03, 0.00], [-0.01, -0.02, 0.01], [-0.01, -0.03, -0.03]], "mulliken_charge": [1.443, -0.710, 0.332, -0.757, -0.287, -0.861, -0.281, 0.110, 0.587, -0.607, -0.681, 0.791, -0.163, 0.030, -0.622, -0.593, 0.097, 0.253, 0.480, 0.392, 0.434, 0.515, 0.427, 0.337, 0.220, 0.513, -0.408, -0.430, 0.216, -0.680, -0.340, 0.241, 0.268, 0.238, -0.428, 0.527, -0.303, -0.646, 0.168, 0.238, 0.210, 0.097, -1.551, 0.378, -1.326, 0.898, 0.956, -1.481, -1.544, 0.607, -1.197, -1.577, 0.453, 0.140, 0.264, 0.779, -0.031, 0.513, 0.228, -0.043, 0.337, 0.045, 0.486, 0.254, 0.493, 0.344, 0.357, 0.227, 0.519, 0.050, 0.277, 0.303, 0.477], "multiplicity": 6, "total_energy_ev": -106899.7598, "charge": 1}

{"formula": "C21H37N3O6S", "method": "ωB97M-V with the def2-TZVPD basis set", "symbols": ["C", "H", "H", "H", "S", "C", "C", "H", "H", "C", "N", "C", "O", "O", "C", "C", "H", "H", "H", "C", "H", "H", "H", "C", "H", "H", "H", "H", "C", "O", "N", "C", "H", "C", "H", "H", "C", "C", "O", "N", "H", "C", "C", "O", "O", "H", "H", "C", "C", "H", "H", "H", "C", "H", "H", "H", "H", "H", "C", "C", "H", "H", "H", "H", "H", "H", "H", "H"], "positions_angstrom": [[4.6784, -4.9120, -1.4316], [4.1184, -5.8408, -1.4436], [4.4614, -4.3378, -2.3278], [5.7425, -5.1206, -1.3599], [4.1399, -3.9950, 0.0408], [5.1589, -2.4924, -0.1547], [4.6063, -1.5073, -1.1757], [5.4121, -0.8654, -1.5373], [4.1993, -2.0323, -2.0420], [3.5158, -0.6072, -0.5857], [2.4311, -1.3737, -0.0163], [2.1853, -1.4166, 1.3178], [2.7246, -0.6815, 2.1161], [1.2426, -2.3280, 1.5651], [0.7417, -2.5291, 2.9078], [0.0767, -1.2497, 3.4154], [-0.6965, -0.9307, 2.7193], [0.8145, -0.4578, 3.5120], [-0.3745, -1.4327, 4.3865], [1.8767, -2.9721, 3.8297], [2.5996, -2.1697, 3.9467], [2.3805, -3.8376, 3.4043], [1.4773, -3.2351, 4.8051], [-0.2910, -3.6449, 2.7502], [-1.0749, -3.3294, 2.0670], [0.1851, -4.5340, 2.3458], [-0.7322, -3.8825, 3.7136], [2.0155, -2.0969, -0.5828], [2.9357, 0.3011, -1.6844], [3.1727, 0.0899, -2.8610], [2.1419, 1.3134, -1.2828], [1.7432, 1.6462, 0.0662], [1.8997, 2.7242, 0.2016], [0.2655, 1.3193, 0.2773], [0.1033, 0.2463, 0.1680], [-0.0293, 1.6014, 1.2887], [-0.5961, 2.0562, -0.7474], [-2.0508, 1.6142, -0.6377], [-2.3960, 0.5458, -0.1828], [-2.9304, 2.5344, -1.1001], [-2.5982, 3.3577, -1.5807], [-4.3387, 2.2539, -1.2639], [-4.6766, 2.4307, -2.7347], [-4.1369, 3.2338, -3.4504], [-5.6287, 1.6029, -3.1545], [-5.8226, 1.7432, -4.0960], [-4.5111, 1.2161, -0.9633], [-5.1958, 3.2017, -0.3910], [-6.6851, 2.9461, -0.5990], [-6.9193, 1.9005, -0.4153], [-6.9943, 3.1953, -1.6106], [-7.2634, 3.5557, 0.0911], [-4.8220, 3.0092, 1.0759], [-5.3843, 3.6998, 1.6993], [-5.0465, 1.9932, 1.3904], [-3.7614, 3.1872, 1.2325], [-4.9619, 4.2302, -0.6892], [-0.5314, 3.1366, -0.5766], [-0.0924, 1.7378, -2.1624], [1.3980, 2.0596, -2.2782], [1.5673, 3.1303, -2.1200], [1.7781, 1.7767, -3.2610], [-0.2425, 0.6749, -2.3621], [-0.6501, 2.3083, -2.9074], [2.3439, 1.1222, 0.8047], [3.9447, -0.0125, 0.2274], [5.1994, -2.0413, 0.8365], [6.1572, -2.8295, -0.4329]], "forces_ev_per_angstrom": [[-0.03, 0.37, 0.41], [-0.02, -0.09, -0.06], [0.01, -0.06, -0.13], [0.06, -0.08, -0.09], [0.17, -0.15, -0.09], [-0.33, -0.34, -0.07], [-0.11, 0.16, 0.11], [-0.04, 0.01, -0.09], [0.10, 0.05, -0.03], [0.24, -0.06, -0.23], [-0.15, 0.00, -0.11], [-0.11, 0.14, -0.49], [0.18, 0.06, 0.46], [-0.08, -0.17, -0.12], [-0.20, -0.05, 0.67], [0.21, -0.10, -0.22], [-0.12, 0.03, -0.05], [-0.01, 0.05, 0.06], [-0.08, -0.04, 0.11], [-0.04, 0.16, -0.27], [0.03, -0.01, 0.07], [0.04, -0.13, 0.00], [-0.07, -0.06, 0.10], [0.32, 0.31, -0.15], [-0.12, 0.02, -0.06], [0.04, -0.13, -0.02], [-0.04, -0.02, 0.12], [0.04, -0.03, 0.09], [0.33, -0.07, 0.27], [0.07, -0.22, -0.24], [-0.18, 0.47, -0.10], [-0.16, -0.17, 0.37], [0.05, -0.05, 0.04], [0.06, 0.25, -0.02], [0.00, -0.01, 0.04], [-0.02, -0.04, 0.07], [-0.06, -0.53, 0.05], [0.40, 0.55, 0.04], [-0.07, -0.46, 0.15], [-0.38, 0.25, -0.25], [0.11, -0.10, 0.03], [-0.06, 0.12, 0.09], [0.33, 0.13, -0.06], [0.03, 0.15, -0.04], [-0.52, -0.54, -0.04], [0.22, 0.20, 0.15], [0.01, 0.14, -0.04], [-0.04, -0.27, 0.06], [0.18, 0.21, -0.04], [-0.08, -0.14, 0.02], [-0.12, -0.01, -0.07], [-0.08, 0.04, 0.05], [0.05, 0.11, -0.23], [-0.05, 0.05, 0.09], [-0.04, -0.15, 0.08], [0.08, 0.00, 0.08], [0.02, -0.04, -0.03], [-0.02, 0.01, -0.02], [0.18, 0.27, 0.06], [-0.13, -0.15, -0.44], [0.01, -0.01, -0.02], [-0.04, 0.14, 0.14], [-0.03, -0.04, -0.04], [-0.03, -0.02, -0.05], [0.04, 0.07, -0.05], [-0.11, -0.06, -0.13], [0.13, 0.01, 0.06], [0.05, 0.09, 0.08]], "mulliken_charge": [-0.966, 0.360, 0.285, 0.290, -0.001, -0.877, -0.888, 0.341, 0.334, -0.285, 0.398, 0.357, -0.683, -0.491, 1.652, -1.545, 0.324, 0.324, 0.501, -1.640, 0.338, 0.339, 0.488, -1.747, 0.393, 0.410, 0.419, 0.376, 0.494, -0.723, 0.178, -1.415, 0.516, -0.674, 0.113, 0.623, 0.477, -0.122, -0.732, -0.065, 0.388, -0.113, 0.118, -0.584, -0.430, 0.369, 0.587, 0.452, -1.531, 0.335, 0.373, 0.455, -1.508, 0.471, 0.343, 0.314, 0.281, 0.434, -0.667, -1.214, 0.414, 0.491, 0.294, 0.459, 0.399, 0.658, 0.391, 0.543], "de_lowest_kcal_mol": 1.8, "charge": 0, "smiles": "CSCC[C@H](NC(=O)OC(C)(C)C)C(=O)N1CCC(C(=O)N[C@H](C(=O)O)C(C)C)CC1"}

M: 604.5; 459.6 (g/mol)